1.
15
Properties=species:S:1:pos:R:3 method="wB97M-V/def2-TZVPD" charge=-1
C -0.229 -0.725 -0.380
N -0.974 -0.558 0.831
C -2.030 0.418 0.904
O -2.409 0.882 -0.192
O -2.476 0.600 2.062
C 1.179 -1.251 -0.135
H -0.754 -1.382 -1.091
H -0.224 0.189 -0.989
H -0.524 -0.825 1.695
H 1.119 -2.283 0.207
H 1.662 -0.699 0.695
H 1.888 -0.978 -0.911
H 1.171 2.868 -1.308
H 0.955 1.631 -0.456
O 1.647 2.114 -0.934

=====

2.
15
Properties=species:S:1:pos:R:3 method="wB97M-V/def2-TZVPD" charge=-1
C 0.384 -1.129 -0.386
C 0.620 0.323 0.009
C -0.591 1.223 -0.267
N -1.679 1.211 0.728
O -1.189 1.180 2.003
O -2.077 -0.941 1.585
O -2.446 -0.059 0.554
H -0.462 -1.523 0.172
H 0.167 -1.207 -1.452
H 1.262 -1.738 -0.163
H 1.490 0.723 -0.528
H 0.822 0.384 1.082
H -0.261 2.270 -0.292
H -1.056 0.978 -1.226
H -1.516 -0.020 2.148

=====

3.
15
Properties=species:S:1:pos:R:3 method="wB97M-V/def2-TZVPD" charge=-1
C 0.729 -0.554 0.866
O 1.270 -1.118 1.883
C 1.492 0.715 0.471
N 0.694 1.337 -0.587
H 0.605 -1.159 -0.174
H -0.445 -0.234 0.894
H 1.478 1.317 1.442
H 2.487 0.501 0.239
H 0.996 2.254 -0.948
H 0.552 0.697 -1.401
O -1.412 -0.207 -1.940
C -1.754 -0.787 -0.928
O -2.631 -0.222 -0.038
H -1.414 -1.809 -0.572
H -2.648 -0.730 0.793

=====

4.
15
Properties=species:S:1:pos:R:3 method="wB97M-V/def2-TZVPD" charge=-1
C -0.062 -1.678 1.096
N 0.043 -1.008 -0.083
C 0.733 0.235 -0.244
C 0.317 0.674 -1.767
O 0.778 1.841 -1.973
O -0.371 -2.876 1.164
H 0.209 -1.036 1.964
H -0.242 -1.450 -1.044
H 1.835 0.242 -0.234
H 0.350 1.110 0.190
H -0.723 0.859 -1.808
H 0.498 -0.176 -2.391
H -0.344 1.030 1.618
H -1.766 1.292 1.450
O -1.255 0.940 2.064

=====

Values of LUMO level, in order: 3.7; 4.3; 3.6; 3.8, all in eV.
Values of M, in order: 106.1; 106.1; 106.1; 106.1, all in g/mol.
Values of energy relative to the best compared isomer or geometry (same formula, charge and spin), in order: 0.715; 7.134; 3.775; 3.921, all in eV.